Version A
The following is a quantum chemistry calculation of C22H19Cl4N4O10S2V as an isolated structure, from the Open Molecules 2025 dataset.

CARTESIAN COORDINATES (ANGSTROEM)
V 1.624 2.105 0.472
O 4.745 2.330 1.825
S 3.742 1.329 1.767
O 3.817 0.172 2.590
O 2.304 2.068 2.106
O 3.307 1.015 0.341
Cl 1.795 7.757 -3.065
C 1.725 6.104 -2.606
C 1.612 5.108 -3.591
Cl 1.539 5.546 -5.249
C 1.553 3.762 -3.242
Cl 1.399 2.505 -4.399
C 1.593 3.440 -1.894
O 1.557 2.214 -1.371
C 1.727 4.424 -0.921
O 1.842 3.913 0.307
C 1.785 5.770 -1.256
Cl 1.941 6.939 -0.018
C -2.872 -3.698 1.892
C -2.111 -3.289 0.638
S -1.012 -4.605 0.171
O -0.121 -4.857 1.277
O -1.801 -5.665 -0.392
C -0.006 -3.940 -1.165
C 1.344 -3.375 -0.720
N 1.247 -2.106 0.022
C 0.987 -0.897 -0.522
N 0.850 0.020 0.435
C 1.006 -0.623 1.639
C 1.238 -1.929 1.395
N 1.649 -2.908 2.375
O 2.462 -3.745 2.030
O 1.167 -2.780 3.481
C 0.802 -0.686 -1.979
H -3.530 -2.886 2.195
H -2.182 -3.913 2.708
H -3.487 -4.576 1.704
H -1.507 -2.393 0.808
H -2.775 -3.123 -0.212
H -0.611 -3.219 -1.718
H 0.154 -4.800 -1.818
H 1.977 -3.205 -1.589
H 1.857 -4.075 -0.071
H 1.008 -0.122 2.590
H 1.453 -1.337 -2.562
H 1.023 0.343 -2.238
H -0.234 -0.895 -2.256
C -0.416 2.557 0.708
C -1.507 1.569 0.696
C -2.122 1.236 -0.513
C -3.186 0.356 -0.550
C -3.657 -0.205 0.638
C -3.048 0.111 1.849
C -1.979 0.989 1.872
C -4.778 -1.105 0.597
N -5.673 -1.827 0.568
H -0.314 3.093 1.656
H -0.521 3.280 -0.101
H -1.766 1.687 -1.434
H -3.673 0.116 -1.487
H -3.423 -0.319 2.769
H -1.521 1.245 2.820

Values from the calculation:
HOMO-LUMO gap (spin up / spin down)	6.81 / 6.79	eV
LUMO energy (spin up / spin down)	-2.64 / -2.66	eV
HOMO (spin up / spin down)	-9.45 / -9.45	eV

Here are the natural (NBO) charges for atoms 1 to 6, given in e: V 1.39; O -0.89; S 2.55; O -0.91; O -0.75; O -0.90

Version B
The following is a quantum chemistry calculation of C22H19Cl4N4O10S2V as an isolated structure, from the Open Molecules 2025 dataset.

CARTESIAN COORDINATES (ANGSTROEM)
V -0.355 -1.504 -0.586
O 1.790 -0.058 1.477
S 1.341 -1.374 1.166
O 1.891 -2.488 1.841
O -0.241 -1.404 1.214
O 1.435 -1.569 -0.412
Cl -5.792 -0.485 -4.269
C -4.170 -0.740 -3.763
C -3.142 -0.814 -4.707
Cl -3.498 -0.651 -6.380
C -1.816 -1.019 -4.312
Cl -0.515 -1.114 -5.429
C -1.559 -1.144 -2.964
O -0.360 -1.362 -2.387
C -2.585 -1.069 -2.025
O -2.116 -1.225 -0.769
C -3.895 -0.869 -2.397
Cl -5.108 -0.770 -1.187
C 0.648 3.516 4.420
C 1.372 3.366 3.088
S 1.066 4.774 2.069
O -0.348 4.819 1.774
O 1.713 5.920 2.654
C 1.928 4.416 0.532
C 1.006 4.330 -0.675
N 0.145 3.141 -0.696
C 0.561 1.868 -0.927
N -0.433 1.004 -0.794
C -1.526 1.730 -0.401
C -1.186 3.037 -0.359
N -2.079 4.146 -0.154
O -1.720 5.247 -0.529
O -3.100 3.905 0.449
C 1.939 1.508 -1.362
H 0.836 2.633 5.027
H -0.426 3.610 4.266
H 1.000 4.393 4.960
H 1.029 2.498 2.532
H 2.454 3.309 3.215
H 2.513 3.507 0.670
H 2.608 5.258 0.411
H 1.604 4.311 -1.585
H 0.359 5.199 -0.716
H -2.493 1.293 -0.218
H 2.409 2.319 -1.916
H 1.881 0.634 -2.008
H 2.567 1.248 -0.509
C -0.706 -3.578 -0.726
C 0.152 -4.414 0.146
C 1.393 -4.863 -0.300
C 2.193 -5.645 0.511
C 1.752 -5.987 1.786
C 0.514 -5.547 2.244
C -0.277 -4.765 1.425
C 2.578 -6.811 2.633
N 3.235 -7.471 3.306
H -1.759 -3.637 -0.465
H -0.543 -3.754 -1.785
H 1.738 -4.587 -1.289
H 3.157 -5.991 0.166
H 0.182 -5.817 3.237
H -1.237 -4.413 1.783

Values from the calculation:
HOMO-LUMO gap (spin up / spin down)	6.63 / 6.63	eV
LUMO energy (spin up / spin down)	-2.71 / -2.71	eV
HOMO (spin up / spin down)	-9.34 / -9.34	eV

Here are the natural (NBO) charges for atoms 1 to 6, given in e: V 1.41; O -0.93; S 2.55; O -0.88; O -0.78; O -0.79

Most stable structure: version A

Version A
The following is a quantum chemistry calculation of a 2-piece molecular cluster, CH2FNOS overall, from the Open Molecules 2025 dataset.

CARTESIAN COORDINATES (ANGSTROEM)
C 0.268 0.941 0.101
N -0.064 -2.017 -0.141
O -0.720 2.843 1.132
F 0.023 -1.993 -1.494
S -0.722 1.373 1.269
H 0.445 1.399 -0.939
H 0.770 -2.546 0.071

Values from the calculation:
HOMO-LUMO gap (spin up / spin down)	8.92 / 8.39	eV
LUMO energy (spin up / spin down)	-0.88 / -1.32	eV
HOMO (spin up / spin down)	-9.80 / -9.72	eV

Here are the natural (NBO) charges for atoms 1 to 6, given in e: C -0.45; N -0.04; O -0.88; F -0.23; S 1.10; H 0.22

Version B
The following is a quantum chemistry calculation of one molecule with the formula CH2FNOS, from the Open Molecules 2025 dataset.

CARTESIAN COORDINATES (ANGSTROEM)
C 0.569 0.201 0.144
N 1.786 0.641 0.160
O -0.587 0.840 -0.023
F 0.335 -1.194 0.091
S -2.549 0.403 0.003
H 2.455 0.012 -0.081
H -2.010 -0.903 -0.293

Values from the calculation:
structure (SMILES)	[H]/N=C(\F)OS
HOMO-LUMO gap	7.66	eV
LUMO energy	-2.50	eV
HOMO	-10.16	eV

Here are the natural (NBO) charges for atoms 1 to 6, given in e: C 0.89; N -0.73; O -0.63; F -0.39; S 0.32; H 0.37

Version C
The following is a quantum chemistry calculation of CH2FNOS as an isolated structure, from the Open Molecules 2025 dataset.

CARTESIAN COORDINATES (ANGSTROEM)
C -1.838 1.052 0.235
N 1.525 -0.628 0.247
O -0.938 -1.306 -0.687
F 2.238 0.316 -0.282
S -0.659 -0.109 0.131
H -1.524 2.009 0.854
H 1.196 -1.334 -0.498

Values from the calculation:
HOMO-LUMO gap (spin up / spin down)	7.88 / 8.75	eV
LUMO energy (spin up / spin down)	-2.18 / -1.33	eV
HOMO (spin up / spin down)	-10.06 / -10.08	eV

Here are the natural (NBO) charges for atoms 1 to 6, given in e: C -0.46; N -0.16; O -0.90; F -0.19; S 1.17; H 0.21

Most stable structure: version B

Version A
The following is a quantum chemistry calculation of C3H6OS as an isolated structure, from the Open Molecules 2025 dataset.

CARTESIAN COORDINATES (ANGSTROEM)
C 0.019 -1.712 -0.709
C 1.000 -0.541 -0.502
C 0.084 0.058 0.751
H -1.460 -0.956 -1.689
H -0.100 -2.325 -1.614
H 0.321 -2.289 0.165
H 2.136 -0.641 -0.505
H 0.702 0.378 -0.992
H -0.985 -0.486 1.513
O -1.459 -1.107 -0.628
S 0.277 1.772 0.681

Values from the calculation:
HOMO-LUMO gap	8.14	eV
LUMO energy	-0.25	eV
HOMO	-8.38	eV

Here are the natural (NBO) charges for atoms 1 to 6, given in e: C -0.11; C -0.51; C -0.27; H 0.47; H 0.19; H 0.19

Version B
The following is a quantum chemistry calculation of a 2-piece molecular cluster, C3H6OS overall, from the Open Molecules 2025 dataset.

CARTESIAN COORDINATES (ANGSTROEM)
C -1.999 -0.243 -0.533
C -0.881 0.395 -0.670
C 1.450 0.276 0.701
O 2.273 -0.133 -0.316
S 0.946 -0.804 1.962
H -2.725 -0.151 -1.371
H -2.330 -0.826 0.317
H -0.621 1.192 -1.293
H 1.302 1.347 1.026
H 2.252 0.453 -1.108
H 1.255 -1.863 1.054

Values from the calculation:
HOMO-LUMO gap (spin up / spin down)	8.69 / 7.26	eV
LUMO energy (spin up / spin down)	0.69 / 0.45	eV
HOMO (spin up / spin down)	-8.00 / -6.81	eV

Here are the natural (NBO) charges for atoms 1 to 6, given in e: C -0.52; C -0.16; C -0.06; O -0.70; S 0.04; H 0.20

Version C
The following is a quantum chemistry calculation of one molecule with the formula C3H6OS, from the Open Molecules 2025 dataset.

CARTESIAN COORDINATES (ANGSTROEM)
C 0.107 0.206 -0.405
C -0.981 0.206 0.592
C 1.465 -0.181 0.144
O -0.452 1.424 -0.158
S -2.524 -0.301 -0.063
H -0.244 -0.143 -1.296
H -0.910 0.105 1.608
H 1.574 -1.183 0.336
H 1.682 0.484 0.939
H 2.344 0.114 -0.442
H -2.062 -0.731 -1.255

Values from the calculation:
structure (SMILES)	C[C@@H]1O[C@H]1S
HOMO-LUMO gap	10.10	eV
LUMO energy	0.91	eV
HOMO	-9.19	eV

Here are the natural (NBO) charges for atoms 1 to 6, given in e: C 0.09; C -0.13; C -0.65; O -0.48; S 0.01; H 0.16

Most stable structure: version C